CH2ClNO2 | wB97M-V/def2-TZVPD

Calculated values
- ΔE to the lowest compared entry with this formula, charge and spin (eV) = 4.5018
- E_LUMO (spin up / spin down) (eV) = 0.203 / -3.228
- <S²> = 2.01
- highest occupied orbital energy (spin up / spin down) (eV) = -8.8 / -11.6
- spin multiplicity = 3
- frontier orbital gap (spin up / spin down) (eV) = 8.98 / 8.32

```
7
Properties=species:S:1:pos:R:3:forces:R:3:nbo_charge:R:1
C -0.120145 0.556209 0.874016 -0.280 2.887 1.742 -0.095
N 0.582936 -0.324648 1.792222 -2.024 1.383 0.074 0.446
O 0.063418 -0.730850 2.825763 0.077 0.184 -0.829 -0.379
O 1.685180 -0.557052 1.385644 1.910 -0.781 -0.360 -0.356
Cl -1.700834 1.119215 1.217172 0.873 -0.923 -0.056 0.133
H 0.419778 1.354593 0.263117 -0.175 -1.962 0.843 0.249
H -0.475761 -0.401997 -0.760223 -0.381 -0.788 -1.415 0.002
```
Forces are in eV/Å.